No. 1
# C6H12O

A single C6H12O molecule (ωB97M-V/def2-TZVPD, OMol25).

## Properties
- largest force on an atom (eV Å⁻¹) = 0.31
- energy (hartree) = -311.0171
- SMILES = CC[C@@]1(C)C[C@H]1O

Geometry as XYZ:
```
19
C6H12O ωB97M-V/def2-TZVPD
O -0.70 2.08 0.43
C 1.94 0.61 -0.38
C 1.09 -0.28 0.54
C -1.22 0.84 0.05
C -1.44 -0.14 1.15
C -0.37 -0.40 0.12
C -0.65 -1.48 -0.91
H -0.51 -2.48 -0.47
H -1.97 0.89 -0.75
H 1.73 0.41 -1.44
H 1.15 0.11 1.56
H -1.11 0.18 2.13
H -0.18 2.42 -0.31
H 3.01 0.44 -0.21
H -2.35 -0.73 1.14
H 1.52 -1.29 0.57
H 0.02 -1.41 -1.77
H 1.74 1.66 -0.18
H -1.68 -1.43 -1.28
```


No. 2
# C6H12O

A single C6H12O molecule (ωB97M-V/def2-TZVPD, OMol25).

## Properties
- largest force on an atom (eV Å⁻¹) = 0.30
- energy (hartree) = -311.0037
- SMILES = COCC1(C)CC1

Geometry as XYZ:
```
19
C6H12O ωB97M-V/def2-TZVPD
O 1.51 0.59 -0.16
C -0.80 -0.01 -0.02
C -1.17 1.45 0.12
C 0.62 -0.35 0.39
C -1.43 -0.75 -1.16
C -1.80 -1.10 0.26
C 2.84 0.29 0.14
H -0.85 1.86 1.08
H 0.71 -0.36 1.49
H -1.41 -2.04 0.65
H 3.15 -0.68 -0.29
H -2.79 -0.84 0.62
H 3.01 0.24 1.23
H -0.68 2.03 -0.67
H -0.83 -1.45 -1.74
H -2.16 -0.19 -1.74
H 0.87 -1.37 0.04
H -2.26 1.59 0.02
H 3.46 1.08 -0.28
```


No. 3
# C6H12O

A single C6H12O molecule in a non-equilibrium geometry (ωB97M-V/def2-TZVPD, OMol25).

## Properties
- largest force on an atom (eV Å⁻¹) = 2.47
- energy (hartree) = -310.8779

Geometry as XYZ:
```
19
C6H12O ωB97M-V/def2-TZVPD
O 0.13 -0.85 2.07
C 1.11 -0.61 -0.85
C -1.02 0.35 -1.24
C -0.22 -0.62 -0.40
C -0.50 0.00 1.14
C -1.91 0.11 1.25
C 2.07 0.51 -0.59
H -1.94 0.43 -0.41
H 1.57 -1.51 -1.25
H 0.99 -1.10 1.69
H -1.22 -0.06 -2.24
H 2.74 0.72 -1.42
H -0.02 0.99 1.09
H -2.36 1.05 1.52
H -2.47 -0.79 1.52
H 1.58 1.44 -0.28
H 2.71 0.19 0.25
H -0.55 1.33 -1.38
H -0.69 -1.60 -0.44
```


No. 4
# C6H12O

C6H12O as an isolated structure (ωB97M-V/def2-TZVPD, OMol25).

## Properties
- largest force on an atom (eV Å⁻¹) = 0.70
- energy (hartree) = -311.0054

Geometry as XYZ:
```
19
C6H12O ωB97M-V/def2-TZVPD
O 1.08 -0.91 2.66
C -0.41 -0.33 -0.29
C -0.29 0.85 -1.26
C -0.13 0.05 1.16
C -0.36 0.45 -2.73
C -0.32 -0.96 2.30
C 1.35 -0.05 1.54
H 0.43 -0.26 -2.96
H 0.67 1.35 -1.08
H -0.63 -1.95 1.96
H -1.07 1.59 -1.05
H -1.32 -0.03 -2.95
H -0.93 -0.62 3.14
H -0.55 1.04 1.42
H -1.40 -0.80 -0.40
H -0.26 1.31 -3.41
H 1.81 0.92 1.73
H 1.97 -0.58 0.81
H 0.36 -1.07 -0.58
```


No. 5
# C6H12O

A 2-piece molecular cluster, C6H12O overall in a non-equilibrium geometry (ωB97M-V/def2-TZVPD, OMol25).

## Properties
- largest force on an atom (eV Å⁻¹) = 1.02
- energy (hartree) = -311.0038
- SMILES = C=CC=C(C)C.O

Geometry as XYZ:
```
19
C6H12O ωB97M-V/def2-TZVPD
O -0.70 -1.82 1.63
C 1.52 0.52 0.40
C -1.32 1.32 0.31
C -1.58 -0.22 -1.77
C -0.72 0.33 -0.66
C 2.82 0.30 0.29
C 0.59 0.04 -0.62
H -1.23 -1.20 -2.08
H 3.63 0.53 0.98
H -0.68 2.20 0.37
H -2.33 1.57 -0.02
H -1.45 0.42 -2.64
H 3.16 -0.17 -0.63
H 0.99 -0.75 -1.22
H -0.55 -2.43 2.36
H -0.18 -2.15 0.88
H 1.16 0.88 1.35
H -2.62 -0.35 -1.46
H -1.46 0.88 1.29
```


No. 6
# C6H12O

A single C6H12O molecule in a non-equilibrium geometry (ωB97M-V/def2-TZVPD, OMol25).

## Properties
- largest force on an atom (eV Å⁻¹) = 3.02
- energy (hartree) = -310.9651
- SMILES = C[C@@H]1C[C@@H]1[C@@H](C)O

Geometry as XYZ:
```
19
C6H12O ωB97M-V/def2-TZVPD
O 0.33 2.22 -0.27
C -0.34 -1.29 0.74
C 1.20 -1.03 -1.54
C 1.20 -0.88 -0.03
C 0.29 0.02 0.65
C -1.67 1.20 0.88
C -0.49 1.08 -0.06
H -1.08 -1.61 -0.01
H 1.66 -1.98 -1.83
H -1.45 1.90 1.70
H -0.44 -1.84 1.67
H -0.84 0.68 -1.02
H -2.63 1.40 0.43
H -1.72 0.10 1.24
H 2.21 -0.97 0.39
H 1.77 -0.24 -2.06
H 0.65 0.36 1.63
H 1.18 1.87 -0.58
H 0.18 -1.00 -1.94
```


No. 7
# C6H12O

A 2-piece molecular cluster, C6H12O overall in a non-equilibrium geometry (ωB97M-V/def2-TZVPD, OMol25).

## Properties
- largest force on an atom (eV Å⁻¹) = 1.03
- energy (hartree) = -310.9964
- SMILES = CCC=O.C=CC

Geometry as XYZ:
```
19
C6H12O ωB97M-V/def2-TZVPD
O -1.78 -0.48 -0.87
C 0.36 0.74 1.38
C -0.91 0.39 1.59
C 0.30 0.53 -1.67
C 1.81 0.28 -1.54
C -1.36 -0.97 2.01
C -0.64 -0.61 -1.27
H -1.70 1.10 1.39
H 0.14 0.73 -2.75
H -0.01 1.46 -1.18
H -1.65 -0.95 3.06
H -2.23 -1.30 1.43
H 2.29 0.77 -0.68
H -0.24 -1.66 -1.29
H 2.07 -0.78 -1.48
H 0.61 1.73 1.02
H 1.18 0.02 1.43
H 2.32 0.70 -2.42
H -0.56 -1.70 1.86
```


No. 8
# C6H12O

A single C6H12O molecule (ωB97M-V/def2-TZVPD, OMol25).

## Properties
- largest force on an atom (eV Å⁻¹) = 0.27
- energy (hartree) = -311.0024
- SMILES = COCC1(C)CC1

Geometry as XYZ:
```
19
C6H12O ωB97M-V/def2-TZVPD
O -0.70 -0.81 -1.28
C 2.01 -0.03 0.62
C -0.34 -0.69 1.51
C 1.36 1.24 1.10
C 0.52 0.12 0.56
C -1.88 -0.61 -2.00
C -0.13 0.38 -0.77
H 0.17 -0.85 2.47
H 2.43 -0.70 1.37
H -1.29 -0.18 1.72
H -2.27 -1.60 -2.25
H -0.93 1.14 -0.64
H -1.72 -0.04 -2.93
H 1.47 2.13 0.49
H -0.57 -1.67 1.07
H 0.60 0.80 -1.49
H 1.33 1.43 2.17
H 2.57 0.00 -0.31
H -2.63 -0.07 -1.40
```


No. 9
# C6H12O

A 2-piece molecular cluster, C6H12O overall (ωB97M-V/def2-TZVPD, OMol25).

## Properties
- largest force on an atom (eV Å⁻¹) = 0.26
- energy (hartree) = -310.8671

Geometry as XYZ:
```
19
C6H12O ωB97M-V/def2-TZVPD
O -1.68 0.40 1.23
C -0.34 -0.15 1.17
C 1.13 1.75 0.52
C -1.55 -0.94 1.03
C -1.81 -1.22 -1.06
C 1.72 -0.62 -0.15
C 0.59 0.38 0.10
H 2.31 -0.78 0.77
H 1.78 2.16 -0.26
H -2.13 -1.61 0.31
H 0.01 0.50 -0.82
H 0.31 2.45 0.69
H -2.59 -1.92 -1.38
H -2.07 -0.20 -1.32
H 2.40 -0.25 -0.92
H 1.71 1.67 1.44
H 0.14 -0.22 2.16
H 1.34 -1.60 -0.47
H -0.84 -1.54 -1.43
```


No. 10
# C6H12O

A 2-piece molecular cluster, C6H12O overall in a non-equilibrium geometry (ωB97M-V/def2-TZVPD, OMol25).

## Properties
- largest force on an atom (eV Å⁻¹) = 1.57
- energy (hartree) = -310.9908
- SMILES = C=C(C)/C=C/C.O

Geometry as XYZ:
```
19
C6H12O ωB97M-V/def2-TZVPD
O -2.93 -1.40 -0.22
C 0.99 0.64 2.76
C 1.12 0.43 1.27
C 0.28 0.25 -1.04
C -0.29 -1.01 -1.70
C 0.10 0.34 0.43
C 1.07 1.08 -1.72
H 1.44 -0.21 3.29
H -1.15 -0.80 -2.34
H 2.17 0.37 0.99
H 1.04 1.12 -2.80
H -0.06 0.68 3.04
H -2.77 -1.77 -1.08
H -0.86 0.60 0.86
H -0.54 -1.71 -0.91
H 0.47 -1.45 -2.33
H 1.53 1.92 -1.23
H 1.66 1.44 3.07
H -3.28 -0.51 -0.34
```


No. 11
# C6H12O

A 2-piece molecular cluster, C6H12O overall in a non-equilibrium geometry (ωB97M-V/def2-TZVPD, OMol25).

## Properties
- largest force on an atom (eV Å⁻¹) = 3.13
- energy (hartree) = -310.8952

Geometry as XYZ:
```
19
C6H12O ωB97M-V/def2-TZVPD
O 2.21 1.43 1.63
C -1.82 -0.23 -0.66
C 2.01 0.32 1.02
C -1.35 -0.06 1.90
C -1.64 -0.64 -2.07
C 2.67 0.21 -0.35
C -1.19 -0.64 0.45
H 1.93 0.02 -1.07
H -0.42 0.47 2.11
H -2.27 0.78 -0.58
H -1.44 -0.94 2.56
H -0.84 -1.68 0.45
H -2.20 0.66 1.82
H -0.86 -0.22 -2.65
H 3.25 1.11 -0.68
H 3.37 -0.63 -0.18
H 2.75 1.99 0.99
H -2.63 -0.27 -2.54
H -1.54 -1.70 -2.17
```


No. 12
# C6H12O

A single C6H12O molecule (ωB97M-V/def2-TZVPD, OMol25).

## Properties
- largest force on an atom (eV Å⁻¹) = 0.29
- energy (hartree) = -311.0093
- SMILES = CO[C@H]1CC[C@H]1C

Geometry as XYZ:
```
19
C6H12O ωB97M-V/def2-TZVPD
O 1.16 -0.93 0.11
C -1.52 -1.32 -0.40
C 0.11 1.37 -0.24
C -1.14 -0.22 0.59
C 2.48 -0.57 -0.18
C -1.39 1.23 0.09
C 0.37 0.10 0.62
H 3.03 -0.23 0.72
H 2.53 0.23 -0.94
H -1.06 -2.27 -0.12
H 0.71 0.39 1.63
H -1.71 1.89 0.90
H -2.09 1.33 -0.74
H 2.97 -1.46 -0.58
H 0.61 2.29 0.08
H -1.58 -0.46 1.57
H -1.20 -1.08 -1.42
H 0.33 1.19 -1.29
H -2.61 -1.46 -0.41
```


Question: Among the records above, which one has the highest largest force on an atom?
Answer: number 11